# 1
53
Properties=species:S:1:pos:R:3:lowdin_spin:R:1 method="wB97M-V/def2-TZVPD" total_charge=+2 energy_ev=-39722.122 lumo_ev="-8.3 / -8.3" multiplicity=3
Pr -0.16989 -0.23202 0.80335 2.087
O 2.00278 -1.22689 0.80126 -0.001
N 2.16611 0.99050 0.29507 0.006
N 3.93032 -0.31163 -0.14572 0.000
N 1.84832 3.23994 -0.02881 0.000
C -3.63606 -1.44435 0.03593 0.000
C -3.26495 1.66669 -0.37964 0.000
C 2.71419 -0.25113 0.39787 0.001
C 2.70316 2.21226 -0.02663 0.001
C -2.34581 0.61151 -0.88436 -0.004
C -1.19645 0.81376 -1.70340 -0.009
C 4.56436 0.83926 -0.50834 0.000
C -1.48162 -1.45862 -1.42969 -0.009
C -1.28782 0.39083 2.61752 -0.042
C -1.17736 -0.97148 3.14639 -0.006
C -2.52006 -0.79389 -0.70781 -0.007
C -0.68573 2.12166 -2.19937 -0.001
C 0.51422 -0.72369 -2.90913 -0.001
C 4.46221 -1.64666 -0.33526 0.000
C -0.66732 -0.46364 -2.04306 -0.009
C -1.28840 -2.92936 -1.55645 -0.001
C -1.79092 -0.96364 4.55621 -0.003
C 4.01744 2.11027 -0.42081 0.000
H -1.65029 -1.92555 5.03776 0.000
H 1.09808 -1.57514 -2.53383 0.000
H 4.52089 3.01550 -0.68247 0.000
H 1.18353 0.14421 -2.94643 0.000
H -0.13366 -1.35389 3.22787 0.000
H 3.95272 -2.12386 -1.18127 0.000
H -2.85770 -0.74979 4.48932 0.000
H 0.41143 2.15048 -2.18254 0.000
H 5.51806 -1.51478 -0.54581 0.000
H -0.68979 1.16702 3.15025 -0.003
H -1.33287 -0.18916 5.17264 0.000
H -3.58268 1.45302 0.64819 0.000
H -0.23979 -3.20698 -1.37829 0.000
H -1.90392 -3.47332 -0.83083 0.000
H -4.57944 -1.44997 -0.53815 0.000
H -0.99227 2.33879 -3.23823 0.000
H 0.23599 -0.96030 -3.95067 0.000
H -1.55571 -3.30173 -2.56004 0.000
H 0.87007 3.20186 0.29782 0.000
H 4.30626 -2.23272 0.57354 0.000
H -1.04884 2.95172 -1.57947 0.000
H 5.56155 0.67875 -0.87394 0.000
H -2.77611 2.64721 -0.37416 0.000
H 2.20446 4.16617 -0.29923 0.000
H -3.39672 -2.48678 0.28085 0.000
H 1.34406 1.07745 0.87784 0.004
H -3.83840 -0.92411 0.98309 0.000
H -1.72874 -1.66703 2.50371 0.000
H -2.12954 0.80232 2.06461 -0.003
H -4.18137 1.76094 -0.98727 0.000

=====

# 2
58
Properties=species:S:1:pos:R:3:lowdin_spin:R:1 method="wB97M-V/def2-TZVPD" relative_energy_kcal_mol=24.2 total_charge=+2 energy_ev=-75557.111 lumo_ev="-7.6 / -7.0" multiplicity=4
Nd 0.80325 0.67577 0.18020 3.037
S -0.80487 -0.12462 2.54618 -0.001
P 2.79230 -0.89237 -1.14689 -0.007
P -2.76410 -0.69141 -1.68499 0.000
O -1.96161 -0.96282 2.63091 -0.001
O 0.04613 -3.36998 -4.75555 0.000
O -1.22230 -1.12504 -1.01203 -0.003
O 0.43483 -0.79670 1.95771 -0.008
O -0.95577 1.13778 1.68937 -0.006
N 0.37245 0.90225 -2.35219 -0.007
C 1.60564 1.04535 -2.90329 0.000
C 0.10365 2.20908 5.74766 0.000
C -0.18561 -0.50623 5.20131 0.000
C 0.14301 -0.07787 6.48741 0.000
C -0.69936 0.88952 -3.20017 0.000
C -0.22418 1.79861 4.45615 0.000
C -0.53541 1.22589 -4.53972 0.000
C -3.43941 -0.03766 -0.13563 0.000
C 4.55559 -1.00880 -0.68274 0.000
C 1.81205 1.42138 -4.22587 0.000
C -4.43162 -0.82537 -2.51634 0.000
C -0.35540 0.43855 4.17757 0.000
C 2.79855 0.78217 -1.97551 -0.001
C 0.71339 1.53975 -5.06085 0.001
C 2.74967 -2.00326 -2.59267 -0.002
C 0.28916 1.28237 6.77767 0.000
C -2.10862 0.71040 -2.66823 0.000
C 0.63762 1.71609 8.17526 0.000
H 0.82139 1.85440 -6.09529 0.000
H 1.59132 1.27939 8.49783 0.000
H 0.29273 -0.80554 7.28787 0.000
H -2.74739 0.71704 -3.50224 0.000
H -4.34369 -1.39870 -3.44551 0.000
H 4.81496 -0.22225 0.03719 0.000
H -2.86147 0.84834 0.17732 0.000
H -1.42421 1.27702 -5.15825 0.000
H -4.49291 0.24500 -0.30129 0.000
H 0.72151 2.80460 8.23996 0.000
H 3.73550 0.81113 -2.54620 0.000
H 2.87595 1.59911 -1.20682 0.000
H -0.12201 1.38792 8.89672 0.000
H 5.20747 -0.92095 -1.56414 0.000
H -0.37486 2.53264 3.66773 0.000
H 0.21833 3.27143 5.96838 0.000
H -5.09402 -1.38695 -1.84659 0.000
H 3.11355 -2.99386 -2.28044 0.000
H 3.39397 -1.63200 -3.40410 0.000
H -0.30973 -1.56826 4.99578 0.000
H 4.72416 -1.98379 -0.20781 0.000
H 2.83645 1.60371 -4.55853 0.000
H -3.36016 -0.75952 0.68571 0.000
H 1.72997 -2.12443 -2.98145 0.000
H 0.59989 -4.15535 -4.93786 0.000
H -4.85459 0.16263 -2.72811 0.000
H -2.70554 -2.02686 -2.14196 0.000
H -0.58190 -3.35968 -5.45862 0.000
H -1.22210 -2.00690 -0.61142 0.000
H -2.35163 1.59778 -2.05259 0.000

=====

# 3
60
Properties=species:S:1:pos:R:3:nbo_charge:R:1 method="wB97M-V/def2-TZVPD" total_charge=0 energy_ev=-67362.334 lumo_ev="0.0 / 0.0" multiplicity=2
V 0.51541 -1.03361 0.36557 1.511
O -1.46257 1.29454 -2.58025 -0.460
O -3.82894 -1.84208 0.66424 -0.456
O 1.00823 -2.54326 1.77567 -0.860
O -1.64477 -1.51943 0.64603 -0.562
O 3.08623 -3.81767 -6.47370 -0.570
O -0.56011 0.58457 -0.69020 -0.577
O -0.14045 0.84204 4.20076 -0.465
O 2.21321 0.26031 0.03770 -0.886
O 0.49143 -1.91939 -0.93716 -0.467
O -0.12337 0.22610 2.06257 -0.603
O 1.46928 -2.50060 -5.67240 -0.484
C 0.05436 2.09766 4.93274 -0.070
C -1.74516 2.52361 -3.24137 -0.071
C 0.78869 2.37072 2.66735 -0.538
C -4.90862 -1.82219 1.59679 -0.078
C 1.04586 -3.69974 2.50659 -0.194
C -0.30327 2.90543 -1.37725 -0.544
C 1.26311 -1.61326 -4.58884 -0.073
C 3.49041 -2.44232 -4.50180 -0.535
C -0.65065 3.47373 -2.76034 -0.433
C 1.03814 2.90585 4.10709 -0.435
C -2.68652 -1.52088 1.24859 0.839
C 2.71547 -3.00346 -5.67046 0.791
C -2.89426 -1.24864 2.71467 -0.524
C 2.38985 -1.90691 -3.59963 -0.432
C -0.76738 1.47744 -1.46720 0.857
C -4.42348 -1.02409 2.80463 -0.434
C 3.01056 1.35363 -0.12063 -0.186
C 0.11821 1.04730 2.91406 0.854
H -5.24436 -2.82198 1.88500 0.190
H 0.27427 -1.66698 -4.13293 0.206
H 0.90002 3.98044 4.19353 0.228
H -0.73849 3.46673 -0.55238 0.237
H 2.06828 -3.92710 2.85378 0.143
H 2.09035 -2.66697 -2.87625 0.231
H -2.55910 -2.14499 3.23474 0.256
H 3.40995 1.77591 0.83042 0.108
H 4.20366 -3.10548 -4.01916 0.245
H -2.38371 -0.34931 3.03920 0.251
H 0.19401 3.46886 -3.44741 0.222
H -1.74988 2.43492 -4.32414 0.208
H -5.75529 -1.36427 1.08236 0.197
H 2.05594 2.66467 4.40868 0.222
H 2.68428 -1.02988 -3.02453 0.230
H 0.34849 -3.67695 3.36033 0.125
H -0.95478 2.51467 4.96054 0.181
H -2.74097 2.85081 -2.93158 0.180
H -4.75807 -1.37133 3.78046 0.226
H 2.53211 2.25792 -0.53561 0.101
H 0.78644 -4.60033 1.91507 0.132
H -0.96611 4.51092 -2.65018 0.224
H 0.36068 1.84142 5.94201 0.211
H -4.73421 0.01634 2.71643 0.209
H 0.76651 2.82309 -1.16737 0.267
H 1.75169 2.23381 2.17935 0.279
H 0.18778 3.04449 2.06036 0.236
H 1.32370 -0.55602 -4.88581 0.159
H 3.94211 1.11035 -0.64633 0.153
H 4.14585 -1.61913 -4.81238 0.229